No. 1
Below is a molecular structure, C34H31BaN7O4S2Se, with properties calculated with ωB97M-V with the def2-TZVPD basis set.

XYZ file:
```
80
Properties=species:S:1:pos:R:3:forces:R:3
Ba 1.51160 1.04320 0.07022 -0.2198 -0.6600 -0.3537
C -3.10583 2.10860 1.31310 0.0320 0.0220 -0.0695
C -1.98622 2.80176 2.00441 -0.0171 -0.0097 -0.0196
N -0.72565 2.77982 1.63083 0.0505 -0.0624 -0.0735
C -0.04423 3.55166 2.53417 0.1042 0.1099 0.1317
C -0.91051 4.04803 3.47580 -0.1054 -0.1129 -0.1522
N -2.14168 3.55429 3.11681 0.0037 -0.0023 0.0007
C -0.79663 4.90969 4.66646 0.1467 0.1087 0.2065
O 0.39777 5.36221 4.95795 0.0019 -0.0805 -0.0673
O -1.78884 5.16456 5.32943 -0.0430 -0.0179 -0.0514
C 1.44695 3.72936 2.42553 -0.4109 -0.1159 -0.1599
O 1.99910 4.51897 3.22994 0.0880 -0.0339 0.0601
O 1.98418 3.05708 1.52309 0.4898 0.4788 0.3356
H -2.71578 1.65759 0.40378 -0.0028 0.0070 0.0440
H -3.88578 2.81462 1.02358 -0.0099 -0.0015 0.0143
H -3.54506 1.32858 1.93928 0.0028 0.0155 0.0126
H -2.98798 3.74095 3.62889 0.0273 0.0246 0.0325
H 1.10870 5.02225 4.26107 -0.1020 0.0606 -0.0407
C 1.89972 -3.36890 -2.46263 0.0719 0.0650 0.0396
C 1.03575 -2.86485 -1.30415 0.0102 -0.0294 -0.0456
C -0.39529 -2.69883 -1.72956 -0.1149 -0.0228 0.0740
C -1.26055 -3.78653 -1.65395 0.0627 -0.0224 -0.0389
C -2.57355 -3.70318 -2.08585 -0.0507 -0.0990 0.0145
C -3.04156 -2.51407 -2.61631 0.0677 0.0695 -0.0432
C -2.22077 -1.39236 -2.70788 0.1880 -0.0714 0.0124
C -2.81283 -0.12445 -3.28773 0.0148 -0.0829 0.0084
C -3.92393 0.46785 -2.42288 0.0232 -0.0170 0.0825
C -0.88588 -1.48896 -2.24933 -0.2223 0.3001 0.0348
N -0.05969 -0.32760 -2.24719 -0.2444 -0.4182 -0.0960
C 0.47876 -0.01926 -3.36818 -0.0139 0.2008 -0.0380
C 1.20714 1.19613 -3.57711 0.0510 0.0955 0.1996
C 1.91208 1.59965 -4.70563 0.0354 0.0037 0.0844
C 2.45339 2.85878 -4.39746 0.0117 -0.0284 -0.0582
C 2.03463 3.15155 -3.10478 -0.0327 -0.0824 0.0311
N 1.27675 2.15483 -2.58668 -0.0193 0.1521 -0.2544
H 2.92079 -3.54117 -2.11730 -0.0574 0.0076 -0.0233
H 1.94612 -2.62083 -3.25787 -0.0003 -0.0099 0.0090
H 1.49649 -4.29549 -2.88244 -0.0053 -0.0183 0.0111
H 1.45719 -1.92908 -0.93795 0.0023 -0.0133 -0.0276
H 1.08729 -3.56354 -0.46636 -0.0151 -0.0197 -0.0094
H -0.88048 -4.71311 -1.23780 -0.0067 -0.0091 0.0016
H -3.23127 -4.56137 -2.00776 0.0149 -0.0036 -0.0073
H -4.06685 -2.44229 -2.96555 0.0083 -0.0002 -0.0025
H -3.21995 -0.35932 -4.27656 0.0217 -0.0035 -0.0155
H -2.04093 0.62324 -3.43627 0.0627 0.0883 0.0061
H -4.72990 -0.25247 -2.25960 0.0013 0.0229 -0.0275
H -4.33635 1.36913 -2.87727 -0.0179 -0.0181 -0.0291
H -3.53504 0.75760 -1.44763 0.0160 -0.0140 0.0264
H 0.35654 -0.67058 -4.24057 0.0411 -0.0255 -0.0057
H 2.03983 1.02852 -5.61317 0.0056 -0.0022 -0.0042
H 3.07935 3.47260 -5.02694 -0.0014 0.0089 0.0089
H 2.23282 4.04262 -2.52454 0.0012 0.0083 -0.0155
S 2.36369 -1.36419 1.82533 -0.1936 0.1261 0.1486
C 3.59381 -2.34636 1.05844 0.1178 -0.1147 -0.0717
C 3.95650 -3.54739 1.68989 0.0795 0.0363 -0.1170
C 4.92243 -4.39992 1.17653 -0.0808 -0.0219 0.1126
C 5.56462 -4.06211 -0.00705 0.0420 0.0565 -0.1163
C 5.21764 -2.88630 -0.65548 -0.0361 -0.0418 0.1116
C 4.23518 -2.00836 -0.16513 0.0274 -0.1794 0.0991
S 3.85662 -0.59171 -1.11826 0.0150 0.3136 -0.1261
H 3.45140 -3.79768 2.61535 -0.0105 0.0123 0.0081
H 5.16655 -5.31730 1.70317 0.0146 0.0032 -0.0183
H 6.32892 -4.70602 -0.43100 -0.0079 -0.0088 0.0152
H 5.71018 -2.61715 -1.58274 -0.0172 0.0195 -0.0136
N -1.23023 2.99832 -2.01757 0.3445 -0.1169 -0.1017
C -2.29913 3.42774 -1.87075 0.0149 0.0054 0.0162
H -0.21203 2.64141 -2.20184 -0.3370 0.1217 0.1121
Se -2.38956 -1.50819 0.62695 0.2024 0.2753 0.0158
N -0.98800 -0.55554 1.18464 -0.2120 -0.3169 0.2316
C -1.15285 -0.38538 2.48813 -0.0916 0.0245 0.0183
C -0.22609 0.27388 3.35491 0.1188 0.1324 0.0923
C -0.56047 0.47421 4.65166 0.0563 0.0179 -0.0644
C -1.80414 0.01049 5.18950 -0.1102 -0.0948 -0.0273
C -2.68794 -0.68023 4.42831 0.0153 0.0544 0.1437
C -2.38150 -0.90262 3.05117 0.0260 0.0030 -0.1478
N -3.18099 -1.53547 2.21016 0.0524 -0.0559 -0.0655
H 0.74017 0.58526 2.98296 0.0168 0.0062 -0.0039
H 0.12862 0.98413 5.31262 0.0374 -0.0064 -0.0425
H -2.01523 0.20560 6.23386 -0.0438 -0.0193 -0.0066
H -3.62209 -1.06663 4.81478 0.0143 0.0270 0.0451
```
Forces are in eV/Å.

## Properties
electronic energy = -5222.06137 Ha
spin multiplicity = 1
orbital gap = 4.6 eV
net charge = -2
lowest unoccupied orbital energy = 0.1239 hartree

Mulliken atomic charge list, values in e, 6 entries: 0.9017 -0.6316 -0.0550 0.1093 0.5692 -0.1096

=====

No. 2
Below is 2 unconnected molecules or ions with the total composition BrH4N2P at a distorted geometry, with properties calculated with ωB97M-V with the def2-TZVPD basis set.

XYZ file:
```
8
Properties=species:S:1:pos:R:3:forces:R:3
N -0.10855 -1.07204 -0.57930 1.1956 4.8565 1.1293
N 0.22605 0.73066 1.17069 0.2837 0.5248 -1.3993
P -0.28950 -0.76437 0.98305 -0.5909 -0.6966 0.2257
Br 2.65089 0.26095 -0.78391 0.0263 0.2386 -0.2165
H 0.72460 -0.58596 -1.05370 -0.3937 0.3167 0.3565
H -0.10120 -1.93688 -0.90382 -0.6025 -5.1027 -1.4523
H 0.12385 1.10228 2.11552 0.4287 0.3505 -0.6925
H 0.75754 1.17863 0.31864 -0.3473 -0.4878 2.0491
```
Forces are in eV/Å.

## Properties
electronic energy = -3027.28166 Ha
spin multiplicity = 1
orbital gap = 7.4 eV
lowest unoccupied orbital energy = -0.0391 hartree

Mulliken atomic charge list, values in e, 6 entries: -0.3017 -0.2597 0.3389 -0.7281 0.1737 0.2791

=====

No. 3
Below is 2 unconnected molecules or ions with the total composition C6H7N2O3 at a distorted geometry, with properties calculated with ωB97M-V with the def2-TZVPD basis set.

XYZ file:
```
18
Properties=species:S:1:pos:R:3:forces:R:3
C 2.53399 -1.32985 0.45136 -3.8018 1.7082 -0.0594
C 1.58003 -0.32365 0.71943 0.9843 1.0267 -0.0326
C 0.67670 -1.97526 -0.29561 -0.1594 -1.1960 -1.1993
C -2.43192 0.01654 2.56791 -0.9392 -1.6355 -1.3289
C -0.86984 1.31714 -0.34909 -1.8070 -1.6887 0.4549
C -0.86698 -0.14727 0.13345 -1.4550 2.0507 2.7328
N 1.97355 -2.34775 -0.18280 -1.7472 -0.4924 -0.1272
N 0.39871 -0.72336 0.16051 1.3044 -2.2655 -0.5093
O -3.26709 -0.69784 2.13436 0.6810 0.6813 0.3283
O -1.78549 0.69625 3.24247 0.6154 0.8950 0.6728
O -1.82924 -0.94579 -0.48479 -0.1444 -0.7881 -1.1327
H 3.51506 -1.32655 0.61610 3.8129 0.2427 0.9359
H 1.65058 0.67863 1.16272 0.1249 -0.7355 -0.1373
H -0.09117 -2.61484 -0.75101 0.5407 0.5516 0.2373
H -1.16254 1.28159 -1.43455 0.2455 0.6094 0.5236
H -1.59076 1.96475 0.27499 1.1490 -0.7860 -1.2092
H 0.15067 1.59613 -0.19938 0.5347 0.9130 -0.1851
H -1.95025 -1.78741 -0.00701 0.0612 0.9091 0.0354
```
Forces are in eV/Å.

## Properties
electronic energy = -568.04940 Ha
spin multiplicity = 1
orbital gap = 5.0 eV
net charge = -1
lowest unoccupied orbital energy = 0.1279 hartree

Mulliken atomic charge list, values in e, 6 entries: -0.5889 -0.3922 -0.2907 0.5679 -0.8914 0.2597

=====

No. 4
Below is 2 unconnected molecules or ions with the total composition CH6NS at a distorted geometry, with properties calculated with ωB97M-V with the def2-TZVPD basis set.

XYZ file:
```
9
Properties=species:S:1:pos:R:3:forces:R:3
C 1.52156 0.29038 0.51228 -0.2185 0.8070 -0.5861
N 0.58701 0.82645 -0.17079 -0.0363 -1.2334 0.8251
H 2.47535 0.80258 0.55810 0.0773 -0.1790 0.3435
H 1.29971 -0.64740 1.00349 0.3141 -0.1332 -0.0219
H -0.29806 0.26486 -0.23417 -0.1978 0.9332 -0.2716
H 0.66328 1.75062 -0.57768 -0.0004 -0.0123 -0.2802
S -2.38513 -0.58883 -0.56070 0.4608 -0.2183 0.2621
H -1.56321 -1.47457 -1.16362 -0.3114 -0.0437 0.0542
H -2.30050 -1.22409 0.63309 -0.0879 0.0796 -0.3250
```
Forces are in eV/Å.

## Properties
electronic energy = -494.34917 Ha
spin multiplicity = 1
orbital gap = 8.8 eV
net charge = +1
lowest unoccupied orbital energy = -0.2049 hartree

Mulliken atomic charge list, values in e, 6 entries: -0.0125 -0.0225 0.2762 0.2676 0.1232 0.2611